Run w
The following is a quantum chemistry calculation of 13 unconnected molecules or ions with the total composition C70H179N13O22, from the OMol25 dataset.

ORCA input file:
```
! RIJCOSX wB97M-V def2-TZVPD def2/J DEFGRID3
* xyz 0 1
C -0.235 -1.062 -4.254
O -0.554 -2.353 -3.746
C 0.491 -3.263 -4.026
C 0.161 -4.589 -3.426
N 1.242 -5.549 -3.584
C 1.184 -6.666 -2.611
C 2.030 -6.398 -1.351
O 1.796 -7.595 -0.591
C 2.440 -7.747 0.661
H -1.054 -0.380 -4.022
H -0.011 -1.082 -5.320
H 0.708 -0.697 -3.847
H 1.398 -2.807 -3.627
H 0.665 -3.282 -5.102
H -0.754 -4.904 -3.926
H -0.070 -4.526 -2.362
H 1.029 -5.944 -4.488
H 1.638 -7.566 -3.026
H 0.132 -6.866 -2.408
H 1.708 -5.502 -0.821
H 3.108 -6.318 -1.492
H 2.221 -6.920 1.337
H 3.505 -7.824 0.439
H 2.188 -8.664 1.194
C -9.984 -0.221 -7.729
O -9.197 0.082 -6.569
C -8.366 -0.998 -6.184
C -7.392 -0.513 -5.068
N -6.223 0.182 -5.653
C -5.137 0.510 -4.695
C -4.410 -0.593 -3.782
O -4.474 -0.071 -2.466
C -3.777 -0.776 -1.445
H -10.257 -1.273 -7.815
H -9.347 0.031 -8.577
H -10.828 0.455 -7.868
H -7.817 -1.375 -7.047
H -8.970 -1.808 -5.777
H -7.078 -1.338 -4.429
H -7.892 0.228 -4.444
H -6.570 1.012 -6.111
H -5.450 1.326 -4.043
H -4.373 0.988 -5.309
H -3.366 -0.797 -4.021
H -5.001 -1.497 -3.930
H -4.335 -1.704 -1.317
H -3.723 -0.148 -0.556
H -2.748 -1.042 -1.688
C 4.180 9.760 1.282
O 3.646 8.461 0.965
C 2.465 8.389 0.120
C 1.953 6.941 -0.067
N 2.864 6.275 -0.999
C 2.712 4.848 -1.253
C 4.012 4.317 -1.962
O 5.027 4.373 -0.976
C 6.120 3.553 -1.328
H 5.177 9.741 1.722
H 3.544 10.425 1.867
H 4.286 10.268 0.324
H 2.757 8.834 -0.831
H 1.677 8.986 0.579
H 0.922 7.021 -0.411
H 2.030 6.449 0.902
H 3.784 6.433 -0.615
H 1.849 4.545 -1.845
H 2.726 4.281 -0.322
H 4.290 4.907 -2.835
H 3.816 3.277 -2.225
H 6.620 4.201 -2.048
H 5.822 2.553 -1.642
H 6.699 3.414 -0.414
C -3.783 12.339 2.233
O -2.760 11.542 2.780
C -2.867 10.150 2.502
C -1.876 9.336 3.298
N -1.761 7.971 2.909
C -1.456 7.827 1.457
C -1.461 6.331 1.085
O -0.401 5.689 1.800
C -0.302 4.324 1.494
H -3.623 12.443 1.160
H -3.699 13.344 2.647
H -4.805 12.035 2.456
H -2.661 10.076 1.435
H -3.881 9.796 2.688
H -2.173 9.336 4.346
H -0.869 9.750 3.234
H -1.014 7.473 3.372
H -0.485 8.237 1.178
H -2.197 8.233 0.768
H -1.361 6.172 0.011
H -2.426 5.899 1.346
H 0.658 3.972 1.871
H -0.214 4.306 0.407
H -1.112 3.708 1.884
C 2.072 0.903 4.153
O 2.659 1.636 3.103
C 3.290 2.758 3.666
C 4.058 3.602 2.554
N 4.649 4.736 3.284
C 5.292 5.663 2.362
C 5.796 6.952 3.080
O 6.861 6.676 3.935
C 7.251 7.804 4.716
H 1.402 0.084 3.893
H 1.648 1.618 4.858
H 2.880 0.372 4.657
H 4.003 2.505 4.451
H 2.508 3.437 4.006
H 3.447 3.986 1.737
H 4.840 2.975 2.126
H 5.384 4.327 3.844
H 4.695 6.003 1.515
H 6.091 5.118 1.859
H 4.944 7.352 3.629
H 6.108 7.715 2.366
H 7.489 8.629 4.045
H 8.148 7.578 5.293
H 6.497 8.156 5.420
C -0.930 -2.390 3.795
O -0.267 -3.558 4.307
C -1.141 -4.566 4.711
C -0.388 -5.783 5.348
N 0.471 -6.518 4.402
C 1.177 -7.601 5.125
C 2.379 -8.168 4.313
O 3.144 -7.147 3.606
C 3.816 -6.234 4.400
H -0.099 -1.792 3.422
H -1.528 -1.811 4.499
H -1.588 -2.582 2.948
H -1.786 -4.932 3.912
H -1.766 -4.100 5.472
H -1.128 -6.474 5.751
H 0.310 -5.493 6.133
H 1.161 -5.979 3.899
H 0.533 -8.443 5.378
H 1.457 -7.293 6.133
H 1.922 -8.780 3.536
H 3.005 -8.816 4.927
H 4.489 -6.743 5.091
H 3.148 -5.558 4.934
H 4.482 -5.690 3.730
C 2.373 -3.131 1.831
O 3.783 -3.075 1.760
C 4.254 -4.154 0.997
C 5.727 -4.098 0.678
N 6.505 -4.452 1.879
C 7.936 -4.229 1.631
C 8.671 -5.267 0.753
O 8.805 -6.638 1.068
C 7.635 -7.359 1.334
H 2.014 -4.151 1.966
H 1.909 -2.791 0.905
H 2.005 -2.484 2.628
H 3.839 -4.095 -0.010
H 3.933 -5.153 1.293
H 5.802 -3.055 0.371
H 5.980 -4.786 -0.129
H 6.195 -3.776 2.561
H 8.503 -4.313 2.558
H 8.009 -3.221 1.223
H 9.673 -4.862 0.606
H 8.261 -5.168 -0.252
H 7.860 -8.420 1.231
H 6.772 -7.265 0.674
H 7.341 -7.175 2.367
C 3.497 0.114 -2.594
O 3.538 0.413 -1.218
C 4.331 -0.486 -0.489
C 4.495 -0.004 0.956
N 5.393 -0.852 1.712
C 5.517 -0.243 3.035
C 6.496 -1.063 3.806
O 6.162 -2.445 3.939
C 5.123 -2.667 4.875
H 4.389 0.406 -3.149
H 2.664 0.670 -3.024
H 3.279 -0.918 -2.869
H 5.313 -0.682 -0.917
H 3.792 -1.433 -0.506
H 3.497 -0.095 1.384
H 4.707 1.063 1.029
H 4.931 -1.737 1.863
H 4.623 -0.266 3.658
H 5.815 0.806 3.039
H 6.507 -0.592 4.789
H 7.433 -0.885 3.279
H 4.897 -3.732 4.915
H 4.212 -2.144 4.583
H 5.446 -2.414 5.884
C -7.209 -4.530 -5.546
O -5.841 -4.298 -5.261
C -5.658 -4.597 -3.871
C -4.133 -4.609 -3.698
N -3.619 -4.828 -2.344
C -3.591 -6.210 -1.881
C -2.898 -6.280 -0.468
O -1.639 -5.563 -0.428
C -1.017 -5.586 0.827
H -7.552 -5.529 -5.279
H -7.331 -4.523 -6.629
H -7.806 -3.769 -5.043
H -6.029 -5.592 -3.627
H -6.144 -3.899 -3.188
H -3.656 -3.680 -4.010
H -3.747 -5.377 -4.369
H -2.632 -4.612 -2.368
H -2.973 -6.669 -2.652
H -4.577 -6.672 -1.933
H -2.729 -7.316 -0.174
H -3.595 -6.002 0.322
H -0.020 -5.172 0.677
H -0.751 -6.565 1.225
H -1.480 -5.010 1.628
C -3.533 1.664 -8.174
C -2.060 1.407 -7.952
C -1.651 1.285 -6.427
O -2.014 2.522 -5.777
C -2.052 2.493 -4.383
N -1.860 0.194 -8.674
H -4.081 0.966 -7.541
H -3.745 1.626 -9.243
H -3.811 2.677 -7.882
H -1.498 2.181 -8.474
H -0.581 1.117 -6.306
H -2.083 0.370 -6.020
H -2.504 3.396 -3.974
H -1.049 2.455 -3.957
H -2.675 1.664 -4.047
H -2.480 -0.560 -8.416
H -2.218 0.411 -9.593
C -3.129 1.961 1.246
C -3.923 3.133 1.759
C -4.934 3.764 0.675
O -4.124 4.173 -0.455
C -4.899 4.394 -1.627
N -4.588 2.600 2.893
H -2.451 2.106 0.405
H -3.802 1.169 0.916
H -2.541 1.436 1.999
H -3.208 3.863 2.138
H -5.458 4.631 1.078
H -5.701 3.074 0.323
H -4.354 4.857 -2.449
H -5.716 5.097 -1.463
H -5.228 3.415 -1.976
H -5.042 3.446 3.207
H -3.959 2.261 3.607
C -0.173 1.512 -1.159
C 0.357 1.187 0.255
C 0.434 -0.367 0.443
O -0.788 -0.957 0.236
C -0.856 -2.335 0.254
N 1.668 1.802 0.355
H -1.133 1.014 -1.296
H 0.489 1.113 -1.927
H -0.371 2.564 -1.368
H -0.367 1.419 1.036
H 0.724 -0.630 1.461
H 1.268 -0.758 -0.140
H -1.900 -2.608 0.404
H -0.319 -2.667 1.143
H -0.433 -2.684 -0.688
H 2.103 1.620 1.248
H 2.363 1.402 -0.259
C -6.481 -0.356 1.495
C -6.145 -0.774 2.903
C -4.645 -1.283 3.021
O -4.477 -2.717 3.083
C -5.058 -3.478 2.007
N -6.468 0.299 3.803
H -6.144 -1.104 0.777
H -6.024 0.621 1.333
H -7.547 -0.142 1.424
H -6.859 -1.577 3.083
H -4.049 -0.749 3.761
H -4.102 -0.963 2.131
H -6.107 -3.228 1.846
H -4.854 -4.546 2.084
H -4.540 -3.144 1.108
H -7.436 0.469 3.572
H -5.984 1.153 3.567
*
```

---

Run x
The following is a quantum chemistry calculation of 13 unconnected molecules or ions with the total composition C70H179N13O22, from the OMol25 dataset.

ORCA input file:
```
! RIJCOSX wB97M-V def2-TZVPD def2/J DEFGRID3
* xyz 0 1
C -3.620 -4.728 -3.193
O -4.696 -4.987 -2.360
C -5.942 -5.259 -3.024
C -7.039 -5.344 -1.965
N -7.434 -4.080 -1.381
C -8.277 -3.225 -2.163
C -8.658 -2.024 -1.376
O -7.544 -1.128 -1.472
C -7.564 -0.077 -0.539
H -3.822 -3.815 -3.765
H -3.481 -5.547 -3.954
H -2.664 -4.600 -2.637
H -5.952 -6.133 -3.661
H -6.166 -4.462 -3.754
H -6.723 -6.023 -1.203
H -7.922 -5.803 -2.455
H -6.662 -3.666 -0.857
H -9.161 -3.878 -2.526
H -7.796 -2.934 -3.071
H -8.806 -2.310 -0.350
H -9.586 -1.567 -1.719
H -8.403 0.662 -0.723
H -6.626 0.480 -0.648
H -7.613 -0.413 0.509
C 5.071 7.666 0.955
O 3.946 6.798 0.852
C 3.975 5.573 1.531
C 2.603 4.969 1.506
N 1.683 5.483 2.420
C 0.444 4.798 2.632
C -0.397 4.919 1.417
O -1.722 4.511 1.766
C -2.544 4.472 0.649
H 5.126 8.337 1.829
H 5.105 8.305 0.085
H 6.010 7.140 0.952
H 4.284 5.608 2.618
H 4.691 4.859 1.057
H 2.776 3.942 1.698
H 2.248 5.087 0.469
H 2.061 6.135 3.132
H -0.105 5.254 3.486
H 0.522 3.708 2.798
H -0.086 4.274 0.642
H -0.401 5.945 1.216
H -2.551 5.449 0.127
H -3.573 4.256 0.955
H -2.137 3.769 -0.108
C 3.335 -1.690 4.674
O 2.511 -0.804 3.915
C 1.994 0.246 4.684
C 2.967 1.390 4.832
N 2.264 2.621 5.125
C 3.205 3.754 5.048
C 2.622 4.952 5.728
O 3.194 6.200 5.375
C 4.436 6.475 5.978
H 4.143 -1.138 5.150
H 3.795 -2.386 3.984
H 2.754 -2.277 5.403
H 1.619 -0.128 5.646
H 1.140 0.704 4.216
H 3.546 1.470 3.899
H 3.700 1.080 5.598
H 1.603 2.568 5.915
H 3.485 3.954 3.994
H 4.141 3.447 5.547
H 2.649 4.719 6.790
H 1.566 5.071 5.383
H 5.241 5.796 5.728
H 4.360 6.501 7.067
H 4.658 7.484 5.664
C -5.031 3.860 -4.900
O -3.777 4.454 -4.775
C -3.743 5.575 -3.876
C -2.300 5.889 -3.565
N -1.723 4.769 -2.876
C -0.329 4.798 -2.622
C 0.008 3.420 -2.152
O -0.204 2.582 -3.248
C 0.112 1.259 -3.084
H -4.967 3.025 -5.591
H -5.804 4.532 -5.273
H -5.392 3.515 -3.943
H -4.333 5.331 -2.980
H -4.223 6.439 -4.374
H -2.241 6.742 -2.904
H -1.755 6.112 -4.480
H -1.899 3.946 -3.443
H -0.111 5.532 -1.848
H 0.307 5.022 -3.531
H -0.637 3.154 -1.309
H 1.053 3.406 -1.730
H 1.108 1.048 -2.635
H 0.086 0.813 -4.072
H -0.646 0.739 -2.454
C -1.805 1.354 1.596
O -0.621 1.385 0.862
C 0.498 0.949 1.555
C 1.665 0.866 0.547
N 1.553 -0.194 -0.519
C 1.428 -1.527 -0.037
C 1.182 -2.390 -1.274
O 0.074 -1.775 -1.980
C -0.211 -2.159 -3.288
H -2.588 1.672 0.922
H -1.762 1.964 2.537
H -2.053 0.325 1.915
H 0.254 0.003 2.007
H 0.802 1.641 2.348
H 2.640 0.725 1.061
H 1.820 1.870 0.044
H 0.700 0.112 -1.020
H 0.634 -1.667 0.738
H 2.315 -1.879 0.491
H 0.978 -3.414 -1.009
H 2.055 -2.308 -1.916
H -0.210 -3.278 -3.483
H 0.597 -1.777 -3.939
H -1.129 -1.655 -3.689
C 0.644 -6.241 -3.803
O 0.075 -5.599 -2.682
C 0.090 -6.400 -1.535
C 1.485 -6.630 -1.026
N 2.263 -5.390 -0.802
C 3.518 -5.595 -0.075
C 4.113 -4.287 0.337
O 4.626 -3.667 -0.800
C 5.148 -2.368 -0.498
H 1.656 -6.699 -3.628
H 0.751 -5.554 -4.594
H 0.104 -7.123 -4.155
H -0.374 -7.364 -1.674
H -0.501 -5.957 -0.737
H 2.070 -7.383 -1.601
H 1.367 -7.037 0.025
H 2.445 -4.864 -1.640
H 4.254 -6.186 -0.662
H 3.157 -6.100 0.821
H 4.958 -4.558 0.997
H 3.475 -3.597 0.904
H 4.420 -1.676 -0.091
H 5.577 -1.915 -1.365
H 6.028 -2.506 0.156
C 4.009 3.067 -5.586
O 4.311 1.783 -5.038
C 3.138 1.018 -4.928
C 3.627 -0.424 -4.453
N 4.681 -0.972 -5.388
C 5.641 -1.913 -4.728
C 6.626 -2.461 -5.786
O 7.695 -1.548 -5.801
C 8.765 -1.958 -6.590
H 3.420 3.635 -4.871
H 3.420 3.059 -6.486
H 4.945 3.600 -5.811
H 2.540 1.073 -5.876
H 2.471 1.497 -4.155
H 2.787 -1.099 -4.301
H 4.089 -0.274 -3.502
H 5.190 -0.201 -5.805
H 5.108 -2.740 -4.292
H 6.235 -1.437 -3.943
H 6.109 -2.589 -6.753
H 7.012 -3.425 -5.445
H 8.938 -2.985 -6.303
H 9.647 -1.344 -6.330
H 8.598 -1.891 -7.675
C -6.992 -0.750 7.164
O -7.327 0.405 6.463
C -6.842 0.450 5.136
C -7.169 1.926 4.719
N -7.208 2.143 3.302
C -5.884 2.063 2.701
C -5.956 2.497 1.283
O -6.000 3.899 1.283
C -6.194 4.457 -0.011
H -7.661 -1.601 6.907
H -7.091 -0.551 8.239
H -5.964 -1.111 6.959
H -7.340 -0.306 4.491
H -5.730 0.356 5.086
H -6.530 2.594 5.298
H -8.154 2.149 5.119
H -7.574 3.095 3.140
H -5.498 1.014 2.728
H -5.140 2.761 3.165
H -6.857 2.107 0.826
H -5.074 2.124 0.776
H -6.052 5.528 0.087
H -7.176 4.260 -0.439
H -5.425 4.078 -0.680
C 0.725 -3.407 7.865
O 0.100 -2.690 6.848
C -1.273 -2.882 6.899
C -1.938 -1.954 5.987
N -1.706 -0.579 6.351
C -2.438 0.244 5.363
C -2.532 1.698 5.745
O -1.266 2.284 5.602
C -1.371 3.673 5.344
H 1.805 -3.445 7.720
H 0.390 -4.450 7.984
H 0.554 -2.917 8.818
H -1.680 -2.705 7.914
H -1.452 -3.952 6.682
H -2.996 -2.209 6.054
H -1.615 -2.233 4.989
H -0.710 -0.373 6.412
H -3.464 -0.128 5.331
H -1.991 0.169 4.380
H -2.877 1.734 6.784
H -3.282 2.163 5.089
H -1.918 4.170 6.175
H -1.930 3.852 4.434
H -0.427 4.139 5.214
C -0.032 -3.164 3.443
C 1.119 -3.828 2.782
C 1.735 -4.907 3.700
O 2.920 -5.433 3.033
C 3.404 -6.682 3.513
N 0.717 -4.412 1.520
H 0.193 -2.966 4.466
H -0.936 -3.749 3.503
H -0.382 -2.201 2.979
H 1.880 -3.078 2.730
H 1.014 -5.733 3.881
H 1.950 -4.632 4.747
H 2.662 -7.434 3.267
H 3.668 -6.699 4.606
H 4.292 -6.860 2.846
H 1.495 -4.458 0.844
H 0.078 -3.717 1.139
C 1.460 -3.937 -8.377
C 2.414 -2.791 -7.935
C 1.646 -1.509 -7.742
O 0.718 -1.630 -6.679
C -0.142 -0.500 -6.528
N 3.034 -3.174 -6.712
H 1.041 -3.804 -9.388
H 0.670 -3.984 -7.652
H 2.036 -4.829 -8.352
H 3.164 -2.548 -8.659
H 1.131 -1.209 -8.637
H 2.323 -0.671 -7.568
H -0.808 -0.626 -5.623
H -0.786 -0.448 -7.379
H 0.440 0.411 -6.364
H 3.560 -2.369 -6.435
H 2.314 -3.302 -6.013
C -2.838 -2.720 1.029
C -3.729 -1.640 0.367
C -2.970 -0.828 -0.617
O -3.826 0.337 -0.809
C -3.451 1.288 -1.755
N -4.935 -2.262 -0.275
H -3.502 -3.264 1.644
H -2.006 -2.402 1.658
H -2.406 -3.374 0.287
H -4.018 -0.936 1.141
H -2.799 -1.361 -1.594
H -1.977 -0.523 -0.293
H -4.204 2.101 -1.749
H -3.503 0.836 -2.770
H -2.462 1.770 -1.630
H -5.445 -1.648 -0.915
H -4.659 -3.056 -0.848
C 6.443 3.493 -2.236
C 6.158 2.095 -1.731
C 4.636 1.933 -1.182
O 4.377 2.806 -0.088
C 4.938 2.271 1.089
N 6.430 1.107 -2.760
H 7.485 3.561 -2.580
H 6.284 4.233 -1.443
H 5.814 3.700 -3.125
H 6.824 1.754 -0.940
H 4.343 0.922 -0.899
H 3.925 2.190 -2.014
H 4.688 1.185 1.239
H 4.560 2.817 1.948
H 6.017 2.441 1.108
H 6.004 1.292 -3.640
H 7.423 0.984 -2.863
*
```

---

Last place for stability: run w